Here is a cluster of 13 separate species, C54H132Cl6O34P4 in total at a distorted geometry from the Open Molecules 2025 dataset. Energies are from ωB97M-V/def2-TZVPD.

- HOMO level (spin up / spin down): -10.4 / -10.4 eV
- LUMO (spin up / spin down): -2.0 / -7.8 eV
- Spin multiplicity: 2
- Total charge: +1
- Frontier orbital gap (spin up / spin down): 8.417 / 2.674 eV

```
230
Properties=species:S:1:pos:R:3:lowdin_spin:R:1
Cl 0.3529 -6.2106 5.6626 0.001
C 0.2347 -4.3982 5.7527 0.000
C 0.1716 -3.8524 7.2513 0.000
Cl -1.2933 -4.3740 8.1941 0.001
H -0.6612 -4.1734 5.1740 0.000
H 1.1859 -4.0101 5.3884 0.000
H 0.1574 -2.7830 7.0409 0.000
H 1.0332 -4.1815 7.8321 0.000
Cl -6.1329 3.8285 3.3742 0.000
C -5.0401 3.4623 1.9033 0.000
C -4.7848 1.9498 1.9212 0.000
Cl -6.4179 1.1818 1.8135 0.000
H -4.1430 4.0662 2.0394 0.000
H -5.5699 3.6946 0.9795 0.000
H -4.2818 1.6088 2.8261 0.000
H -4.1279 1.5743 1.1367 0.000
Cl -0.7395 -6.8361 -2.7799 0.000
C 1.0833 -6.9450 -2.6941 0.000
C 1.4670 -7.2809 -1.2314 0.000
Cl 0.9557 -6.1031 -0.1409 0.000
H 1.7342 -6.1081 -2.9471 0.000
H 1.3592 -7.7195 -3.4097 0.000
H 2.5531 -7.3723 -1.2369 0.000
H 1.1435 -8.2611 -0.8813 0.000
C 3.9947 -0.1441 -6.4889 0.000
O 5.0315 0.0668 -5.5442 0.000
P 5.0754 -0.5942 -4.0766 0.000
O 5.0623 -2.0400 -4.1533 0.000
O 6.3279 0.0896 -3.3065 0.000
C 6.5469 1.4910 -3.4799 0.000
O 3.7680 0.0083 -3.3123 0.000
C 2.7177 -0.8479 -2.9017 0.000
H 4.1353 -1.1109 -6.9723 0.000
H 3.8199 0.6807 -7.1798 0.000
H 3.0392 -0.3286 -5.9979 0.000
H 7.6155 1.6282 -3.6453 0.000
H 6.5350 2.1663 -2.6243 0.000
H 6.0056 1.9610 -4.3009 0.000
H 2.8527 -1.8387 -3.3354 0.000
H 1.8140 -0.4365 -3.3513 0.000
H 2.7009 -1.1178 -1.8457 0.000
C -1.3642 2.2701 4.2899 0.000
O -0.5416 1.9230 3.1827 0.000
P 0.9893 2.3627 3.1566 0.000
O 1.6078 2.5964 4.4688 0.000
O 1.6065 1.1742 2.2076 0.000
C 2.9407 0.7180 2.3842 0.000
O 0.9630 3.6032 2.1136 0.000
C 2.1428 4.2668 1.7215 0.000
H -2.3456 2.5878 3.9380 0.000
H -0.9617 3.0310 4.9585 0.000
H -1.5942 1.3609 4.8454 0.000
H 3.4480 0.8854 1.4341 0.000
H 2.9948 -0.3274 2.6880 0.000
H 3.5033 1.2895 3.1225 0.000
H 2.4647 4.7950 2.6189 0.000
H 1.8768 5.0359 0.9963 0.000
H 3.0328 3.6404 1.6614 0.000
C -2.5494 -5.0850 0.1652 0.000
O -3.3412 -4.0018 -0.3920 0.000
P -4.9030 -4.2887 -0.7973 0.000
O -5.8101 -5.1398 0.0442 0.001
O -4.8402 -4.7422 -2.3565 0.000
C -5.0651 -6.0990 -2.8149 0.000
O -5.5078 -2.7004 -0.7872 0.000
C -5.1438 -1.7816 -1.8564 0.000
H -2.7744 -5.1388 1.2304 0.000
H -1.4740 -5.0179 0.0006 0.000
H -2.8854 -6.0666 -0.1689 0.000
H -5.5995 -5.9362 -3.7508 0.000
H -5.3577 -6.9517 -2.2022 0.000
H -4.1258 -6.5938 -3.0622 0.000
H -5.7157 -2.0359 -2.7488 0.000
H -4.0777 -2.0022 -1.9117 0.000
H -5.2886 -0.7574 -1.5129 0.000
C 3.7383 -2.1059 5.2301 0.000
O 4.2235 -3.0367 4.2042 0.000
P 4.8927 -4.4850 4.7654 0.000
O 5.5648 -5.5297 3.9191 0.000
O 3.7849 -4.9610 5.7616 0.000
C 3.7384 -6.3682 6.1848 0.000
O 5.9598 -3.8397 5.7938 0.000
C 7.0249 -3.0620 5.2235 0.000
H 4.0440 -1.0916 4.9733 0.000
H 4.1879 -2.2216 6.2163 0.000
H 2.6506 -2.1529 5.2833 0.000
H 4.7557 -6.6943 6.4013 0.000
H 3.2576 -6.9849 5.4255 0.000
H 3.3038 -6.5623 7.1654 0.000
H 7.0468 -2.9513 4.1393 0.000
H 8.0602 -3.3045 5.4631 0.000
H 6.8161 -2.0382 5.5336 0.000
C -2.9151 -6.6455 3.8029 0.009
O -3.3340 -5.2948 4.0822 0.110
C -3.8153 -5.0383 5.3868 0.055
C -5.3226 -4.7486 5.3583 0.056
O -5.9310 -5.8717 4.8031 0.269
C -6.2997 -5.5504 3.4723 0.100
C -7.5219 -4.6301 3.1160 0.093
O -7.2765 -3.3176 3.4421 0.193
C -6.5673 -2.5541 2.4417 0.015
H -2.8277 -6.9105 2.7492 0.000
H -3.7048 -7.3046 4.1635 0.003
H -1.9373 -6.8782 4.2247 0.005
H -3.1405 -4.1989 5.5545 0.010
H -3.3912 -5.8295 6.0051 0.001
H -5.4270 -3.7881 4.8537 0.003
H -5.5785 -4.6297 6.4111 0.012
H -6.5606 -6.5399 3.0967 0.002
H -5.4187 -5.2564 2.9017 0.027
H -8.2384 -4.9919 3.8534 0.009
H -7.7420 -4.7950 2.0613 0.009
H -5.5759 -2.8024 2.0627 0.008
H -6.5868 -1.5116 2.7593 0.000
H -7.1719 -2.4776 1.5380 0.007
C -0.6700 13.4687 -0.3325 0.000
O -0.2990 14.1346 -1.5943 0.000
C 0.4075 13.2600 -2.4879 0.000
C 0.0380 11.7672 -2.5575 0.000
O -1.3498 11.4878 -2.4265 0.000
C -1.8362 10.4275 -3.3054 0.000
C -1.2939 9.0307 -3.1154 0.000
O -1.5266 8.6244 -1.7466 0.000
C -1.1924 7.2354 -1.5427 0.000
H 0.1521 12.8563 0.0380 0.000
H -1.5591 12.8536 -0.4711 0.000
H -0.8699 14.2480 0.4029 0.000
H 1.4437 13.2544 -2.1496 0.000
H 0.3008 13.7810 -3.4393 0.000
H 0.4386 11.2025 -1.7156 0.000
H 0.5029 11.3305 -3.4414 0.000
H -1.9811 10.6595 -4.3605 0.000
H -2.8970 10.2322 -3.1482 0.000
H -0.2293 8.8736 -3.2886 0.000
H -1.9354 8.4331 -3.7631 0.000
H -0.1405 6.9504 -1.5230 0.000
H -1.7611 6.6671 -2.2787 0.000
H -1.5571 7.0096 -0.5407 0.000
C 8.6087 -8.5156 -5.8315 0.000
O 7.1770 -8.5504 -5.7828 0.000
C 6.5864 -7.4555 -5.0831 0.000
C 6.4973 -7.7879 -3.6059 0.000
O 5.4898 -7.0655 -2.8845 0.000
C 5.6844 -5.6801 -2.7638 0.000
C 4.6957 -5.0156 -1.9413 0.000
O 4.9901 -5.0987 -0.5391 0.000
C 4.0806 -4.3929 0.2933 0.000
H 9.0611 -7.8996 -6.6087 0.000
H 8.9705 -9.5424 -5.7791 0.000
H 8.8541 -8.0610 -4.8717 0.000
H 5.5337 -7.4029 -5.3610 0.000
H 7.0628 -6.4812 -5.1925 0.000
H 7.4003 -7.6232 -3.0181 0.000
H 6.2520 -8.8464 -3.5185 0.000
H 5.6364 -5.2160 -3.7489 0.000
H 6.6821 -5.4512 -2.3892 0.000
H 3.6447 -5.2826 -2.0518 0.000
H 4.8606 -3.9964 -2.2907 0.000
H 3.1984 -5.0261 0.3867 0.000
H 3.9484 -3.3369 0.0576 0.000
H 4.4750 -4.4361 1.3085 0.000
C 3.1263 2.3141 -1.3343 0.000
O 3.4853 3.4201 -2.1637 0.000
C 3.9956 4.5684 -1.4968 0.000
C 4.7978 5.6221 -2.3362 0.000
O 5.5955 6.5305 -1.6045 0.000
C 5.1119 7.8793 -1.4980 0.000
C 6.2219 8.8036 -0.9405 0.000
O 5.6905 9.9388 -0.1652 0.000
C 4.8094 10.8287 -0.8931 0.000
H 2.5567 1.5404 -1.8492 0.000
H 2.3823 2.6143 -0.5964 0.000
H 3.9423 1.7859 -0.8411 0.000
H 4.6989 4.3387 -0.6964 0.000
H 3.0932 5.0965 -1.1887 0.000
H 4.1176 6.1828 -2.9774 0.000
H 5.4631 5.1816 -3.0788 0.000
H 4.2314 7.9914 -0.8653 0.000
H 4.8154 8.2185 -2.4906 0.000
H 6.9654 9.0525 -1.6977 0.000
H 6.6565 8.1527 -0.1818 0.000
H 5.1614 11.2696 -1.8257 0.000
H 4.4682 11.6144 -0.2191 0.000
H 3.8464 10.3616 -1.0997 0.000
C -1.7536 3.2124 -0.7050 0.000
O -0.9938 2.2532 -1.5380 0.000
C -0.1176 1.3506 -0.8682 0.000
C -0.7603 -0.0230 -0.5041 0.000
O -1.8541 0.1484 0.3507 0.000
C -2.4333 -1.0790 1.0075 0.000
C -1.5661 -1.8984 2.0426 0.000
O -0.3506 -2.4839 1.4564 0.000
C 0.4156 -3.3390 2.3470 0.000
H -2.4229 2.7349 0.0106 0.000
H -2.3228 3.9692 -1.2447 0.000
H -1.0335 3.7744 -0.1104 0.000
H 0.4662 1.8049 -0.0676 0.000
H 0.6412 1.0855 -1.6044 0.000
H -0.0341 -0.7020 -0.0570 0.000
H -1.0288 -0.5638 -1.4116 0.000
H -2.6628 -1.7942 0.2175 0.000
H -3.4586 -0.9205 1.3416 0.000
H -2.1620 -2.5901 2.6381 0.000
H -1.2502 -1.1327 2.7511 0.000
H 0.9070 -2.6717 3.0550 0.000
H 1.1985 -3.8907 1.8266 0.000
H -0.0826 -4.0967 2.9520 0.000
C -2.7397 2.1230 -4.0654 0.000
O -4.1836 2.0539 -4.1455 0.000
C -4.9570 2.3415 -2.9712 0.000
C -6.4812 2.0705 -3.1406 0.000
O -7.0656 2.7072 -1.9895 0.000
C -8.5122 2.4026 -1.9331 0.000
C -8.7424 0.9670 -1.2468 0.000
O -10.1363 0.7427 -0.8866 0.000
C -10.3905 -0.2166 0.1498 0.000
H -2.3205 2.0868 -5.0710 0.000
H -2.3469 1.3320 -3.4266 0.000
H -2.3918 3.1061 -3.7484 0.000
H -4.5933 3.2802 -2.5532 0.000
H -4.4950 1.7933 -2.1501 0.000
H -6.5494 0.9833 -3.1032 0.000
H -6.8075 2.5177 -4.0796 0.000
H -9.2068 2.7995 -2.6735 0.000
H -8.7956 2.9942 -1.0627 0.000
H -8.2108 0.9741 -0.2953 0.000
H -8.3233 0.1301 -1.8053 0.000
H -11.4431 -0.4796 0.2542 0.000
H -9.9251 0.0384 1.1019 0.000
H -9.8821 -1.1352 -0.1431 0.000
```

=====

Here is a cluster of 2 separate species, C9H14 in total at a distorted geometry from the Open Molecules 2025 dataset. Energies are from ωB97M-V/def2-TZVPD.

- HOMO level: -9.0 eV
- LUMO: 1.0 eV
- Energy above the lowest of the compared OMol25 structures with the same formula, charge and spin: 14.57 kcal/mol
- Structure (SMILES): Cc1ccccc1.CC
- Total charge: 0
- Frontier orbital gap: 10.011 eV

```
23
Properties=species:S:1:pos:R:3:lowdin_charge:R:1
C -1.4653 -2.0297 1.2028 -0.065
C -0.1560 -1.3113 1.0966 -0.302
C 0.8836 -1.8656 0.3357 -0.049
C 2.1545 -1.3396 0.4863 -0.091
C 2.3793 -0.2546 1.3105 -0.103
C 1.3185 0.4058 1.9062 -0.084
C 0.0426 -0.1602 1.8253 -0.062
H -2.1643 -1.5591 1.8906 0.070
H -1.4518 -3.0890 1.4672 0.080
H -2.0237 -1.9857 0.2522 0.082
H 0.5186 -2.6174 -0.3563 0.114
H 2.9382 -1.8236 -0.0762 0.100
H 3.3569 0.1954 1.4176 0.099
H 1.4291 1.3697 2.3811 0.100
H -0.7247 0.2543 2.4662 0.108
C -0.9532 1.2610 -2.3221 -0.177
C -0.8075 2.7420 -2.0730 -0.165
H -0.3165 0.7881 -3.0482 0.052
H -0.8740 0.6300 -1.4388 0.049
H -1.8873 0.9756 -2.8318 0.065
H -0.2701 3.2825 -2.8398 0.057
H -0.1737 2.8900 -1.1904 0.061
H -1.7531 3.2413 -1.8618 0.063
```

=====

Here is an isolated molecule of C20H19N3O3 from the Open Molecules 2025 dataset. Energies are from ωB97M-V/def2-TZVPD.

- HOMO level: -8.3 eV
- LUMO: 0.2 eV
- Energy above the lowest of the compared OMol25 structures with the same formula, charge and spin: 40.26 kcal/mol
- Structure (SMILES): CCOc1ccccc1NC(=O)NNC(=O)c1ccc2ccccc2c1
- Total charge: 0
- Frontier orbital gap: 8.485 eV

```
45
Properties=species:S:1:pos:R:3:lowdin_charge:R:1
C 5.1990 -3.3682 3.7239 -0.060
C 4.4038 -3.6461 2.4521 -0.239
O 3.4703 -2.6259 2.1585 -0.058
C 2.3239 -2.5190 2.8975 -0.201
C 1.8728 -3.4364 3.8322 -0.024
C 0.6818 -3.2183 4.5089 -0.087
C -0.0537 -2.0738 4.2760 -0.087
C 0.3861 -1.1447 3.3466 -0.028
C 1.5560 -1.3646 2.6350 -0.162
N 2.0675 -0.4653 1.6964 0.155
C 1.4372 0.3495 0.8048 -0.518
O 2.0534 1.0917 0.0612 0.061
N 0.0587 0.3477 0.8342 0.092
N -0.5634 1.0397 -0.2142 0.088
C -1.6261 0.4445 -0.8226 -0.426
O -2.1001 -0.5877 -0.3740 0.066
C -2.1742 1.1665 -1.9948 -0.128
C -2.9552 0.4191 -2.9028 -0.009
C -3.4954 1.0108 -4.0062 -0.015
C -3.2955 2.3850 -4.2590 -0.164
C -3.8404 3.0286 -5.3889 -0.034
C -3.6357 4.3637 -5.5988 -0.079
C -2.8776 5.1174 -4.6884 -0.081
C -2.3360 4.5237 -3.5835 -0.032
C -2.5265 3.1465 -3.3387 -0.156
C -1.9739 2.5092 -2.2107 0.032
H 5.7181 -2.4170 3.6355 0.080
H 4.5432 -3.3224 4.5899 0.068
H 5.9312 -4.1562 3.8761 0.078
H 5.0733 -3.6511 1.5874 0.125
H 3.9063 -4.6217 2.5060 0.117
H 2.4337 -4.3339 4.0392 0.107
H 0.3423 -3.9481 5.2276 0.103
H -0.9684 -1.8933 4.8183 0.103
H -0.1670 -0.2325 3.1933 0.111
H 3.0649 -0.5455 1.5413 0.155
H -0.4539 -0.5095 1.0367 0.130
H 0.0870 1.6572 -0.6891 0.139
H -3.1086 -0.6284 -2.6920 0.117
H -4.0891 0.4358 -4.7022 0.114
H -4.4241 2.4450 -6.0864 0.112
H -4.0565 4.8500 -6.4667 0.103
H -2.7268 6.1713 -4.8705 0.102
H -1.7510 5.0991 -2.8803 0.112
H -1.4114 3.1075 -1.5087 0.120
```

=====

Number 1: E -8820.7694 Eh. Number 2: E -351.3070 Eh. Number 3: E -1163.5530 Eh.